Formula: C53H65IrN6O2P3S
Source: the Open Molecules 2025 dataset
Level of theory: ωB97M-V with the def2-TZVPD basis set

Frontier orbital gap ... 6.72 eV
Charge ... +3
Maximum force ... 0.0091 Eh/bohr
Energy relative to the best compared isomer or geometry (same formula, charge and spin) ... 0.00 kJ/mol
HOMO ... -15.2836 eV

Each line ends with the Löwdin charge.
Positions of all 131 atoms, in Å:
Ir -0.240 -0.510 0.295  0.9136
S -0.513 -0.556 2.552  0.7920
P -0.636 3.029 0.161  0.5826
P -1.114 -2.592 0.336  0.9537
P 1.938 -0.932 0.773  0.9713
O -0.772 1.520 0.401  -0.4346
O -1.610 0.179 3.158  -0.3593
N -0.363 -0.172 -1.765  -0.0212
N 0.270 -1.930 -3.191  -0.1204
N -1.045 -0.212 -3.987  -0.1233
N -1.401 3.750 1.395  -0.1883
N 0.929 3.493 0.149  -0.1647
N -1.355 3.352 -1.303  -0.1642
C -0.363 -0.765 -2.962  -0.4206
C 4.853 1.333 -1.967  -0.0309
C 3.934 -4.458 0.126  -0.0411
C -0.604 -2.628 4.362  -0.0257
C -2.815 3.024 -1.263  -0.1969
C 2.907 -4.578 2.298  -0.0389
C -2.791 -1.944 0.166  -0.3456
C 5.322 0.409 -1.041  -0.0329
C -3.269 -1.585 -1.103  -0.1234
C -0.785 -3.963 4.695  -0.0089
C -2.614 5.054 -2.469  -0.1417
C 0.252 -4.780 -0.666  -0.0935
C -3.391 3.742 -2.471  -0.1547
C -1.902 -5.687 -2.175  -0.0453
C -1.350 5.222 1.536  -0.1726
C 2.152 -0.255 2.459  -0.3379
C 1.025 -0.030 3.236  -0.3782
C 0.350 -5.966 -1.373  -0.0412
C -2.012 5.460 2.888  -0.1489
C 1.686 4.438 -0.715  -0.1589
C 3.055 -0.022 -0.317  -0.3394
C 2.895 4.839 0.134  -0.1372
C -0.663 -2.265 3.025  -0.3751
C 2.406 -3.297 2.133  -0.0798
C 3.466 0.632 4.269  -0.0113
C 3.077 3.687 1.116  -0.1499
C -0.564 -0.277 -5.369  -0.0138
C 2.315 0.882 5.010  -0.0117
C -1.034 -4.906 3.704  -0.0092
C -5.307 -0.788 -0.110  -0.0272
C 3.492 1.588 -2.057  -0.0633
C -0.922 -4.021 -0.733  -0.3438
C 3.667 -5.161 1.293  -0.0337
C -4.838 -1.132 1.149  -0.0289
C -4.523 -1.017 -1.237  -0.0536
C 2.597 0.929 -1.226  -0.1162
C -3.077 4.367 2.934  -0.1502
C -1.204 4.667 -2.011  -0.1741
C 1.546 -2.221 -2.561  -0.0379
C -2.363 3.150 2.351  -0.1730
C -0.932 -3.191 2.025  -0.3489
C -1.117 -4.525 2.371  -0.0261
C 1.072 0.540 4.498  -0.0316
C -0.724 -6.418 -2.132  -0.0367
C 3.421 -3.182 -0.052  -0.1091
C -2.051 0.810 -3.749  -0.0378
C 2.641 -2.593 0.946  -0.3428
C 4.431 -0.273 -0.229  -0.0938
C -3.586 -1.711 1.292  -0.0574
C 1.643 3.299 1.437  -0.1743
C -0.231 -2.932 -4.132  -0.0198
C 3.391 0.069 3.002  -0.0327
C -2.009 -4.495 -1.473  -0.0696
H 6.381 0.205 -0.963  0.1244
H 1.543 2.268 1.777  0.0888
H -1.275 -0.796 -6.011  0.1060
H 0.393 -3.007 -5.022  0.1038
H 3.587 2.852 0.635  0.0973
H -0.664 0.797 -1.845  0.0346
H -2.602 5.548 -3.439  0.1239
H 1.441 -2.318 -1.485  0.0157
H -0.517 4.543 -2.849  0.1175
H -2.422 6.465 2.972  0.1236
H -0.417 -1.890 5.133  0.1291
H -0.649 -7.354 -2.671  0.1251
H 1.105 5.318 -0.973  0.0951
H -1.828 2.592 3.117  0.0971
H 1.901 -3.178 -2.936  0.1085
H -1.173 -5.945 3.974  0.1292
H -0.241 -3.900 -3.630  0.0773
H 2.665 5.755 0.681  0.1219
H -0.736 -4.266 5.732  0.1303
H -2.665 -1.769 -1.984  0.0943
H -2.694 0.869 -4.625  0.1131
H 1.848 -2.848 2.941  0.0967
H 1.224 3.954 2.210  0.1205
H 1.072 -4.470 -0.035  0.0829
H -1.248 -2.692 -4.431  0.1002
H 4.303 -0.094 2.445  0.1126
H 0.159 0.726 5.049  0.1298
H 4.433 0.892 4.679  0.1286
H -3.271 3.425 -0.352  0.1133
H 3.124 2.312 -2.773  0.1114
H -1.599 1.792 -3.582  0.0862
H 4.074 -6.155 1.429  0.1247
H 3.650 -2.644 -0.962  0.1012
H -0.439 0.740 -5.742  0.1052
H -0.803 5.437 -1.357  0.0874
H -0.320 5.583 1.492  0.1122
H -4.900 -0.766 -2.220  0.1201
H 1.978 3.937 -1.641  0.0976
H -3.246 -1.986 2.282  0.1087
H 1.257 -6.553 -1.311  0.1199
H 3.774 5.034 -0.477  0.1229
H -3.042 2.461 1.848  0.1084
H 5.548 1.849 -2.616  0.1244
H -1.922 5.713 0.741  0.1140
H -1.321 -5.263 1.606  0.1234
H 2.388 1.343 5.986  0.1295
H -4.465 3.887 -2.380  0.1266
H -3.449 4.175 3.939  0.1217
H -2.947 -3.959 -1.487  0.1009
H -5.452 -0.965 2.024  0.1257
H 0.399 -0.775 -5.419  0.0925
H 4.550 -4.899 -0.646  0.1243
H -6.290 -0.350 -0.218  0.1242
H -2.966 1.942 -1.265  0.0926
H -3.929 4.647 2.310  0.1186
H 2.290 -1.457 -2.790  0.1016
H 3.638 3.966 2.006  0.1240
H -2.665 0.551 -2.887  0.0682
H -2.748 -6.053 -2.740  0.1244
H 4.816 -1.026 0.446  0.1084
H -3.205 3.185 -3.389  0.0948
H -1.286 5.320 3.691  0.1202
H -3.060 5.747 -1.754  0.1177
H 2.726 -5.111 3.222  0.1215
H 1.547 1.164 -1.296  0.0639

=====

Formula: C5H12Cl3NO
Source: the Open Molecules 2025 dataset
Level of theory: ωB97M-V with the def2-TZVPD basis set

Frontier orbital gap ... 9.98 eV
SMILES ... COC[C@H](C)N.ClC(Cl)Cl
Charge ... 0
Maximum force ... 0.0387 Eh/bohr
HOMO ... -9.3600 eV

Each line ends with the Löwdin charge.
Positions of all 22 atoms, in Å:
Cl 7.651 -13.908 3.672  0.5136
Cl 6.876 -12.618 6.138  0.5442
Cl 7.373 -15.458 5.995  0.5072
O 9.831 -9.699 -0.403  -0.1943
N 9.369 -7.454 2.485  0.0243
C 9.081 -8.541 1.575  -0.4638
C 7.634 -8.431 1.228  -0.0755
C 7.852 -13.864 5.422  -1.5856
C 10.806 -9.978 -1.345  -0.1179
C 9.954 -8.514 0.319  -0.2084
H 11.796 -9.976 -0.890  0.0879
H 9.751 -7.652 -0.316  0.1323
H 6.985 -8.522 2.099  0.0783
H 9.284 -9.442 2.152  0.1367
H 7.254 -9.283 0.664  0.0767
H 7.498 -7.570 0.574  0.0874
H 10.337 -7.605 2.732  0.0638
H 10.641 -11.041 -1.517  0.0902
H 8.912 -7.494 3.385  0.0729
H 10.991 -8.500 0.653  0.1167
H 10.633 -9.398 -2.252  0.0936
H 8.897 -13.779 5.721  0.0197

=====

Formula: C18H30IrNO4P2S2Se2
Source: the Open Molecules 2025 dataset
Level of theory: ωB97M-V with the def2-TZVPD basis set

Frontier orbital gap ... 6.27 eV
Charge ... 0
Maximum force ... 0.0027 Eh/bohr
Energy relative to the best compared isomer or geometry (same formula, charge and spin) ... 0.00 kJ/mol
HOMO ... -6.7927 eV

Each line ends with the Löwdin charge.
Positions of all 60 atoms, in Å:
Ir -0.253 -0.783 -0.420  0.3469
Se 2.212 -0.613 -0.554  0.6251
Se -0.171 -1.454 2.009  0.5640
S -0.233 2.852 0.015  0.6620
S -2.680 -0.362 -0.088  0.6573
P -0.435 -0.433 -2.680  0.6441
P -0.167 -2.953 -0.884  0.5567
O 2.473 2.161 3.529  -0.0482
O 3.146 -2.430 1.900  -0.1090
O 0.160 3.169 -1.326  -0.2751
O 0.680 3.129 1.084  -0.2684
N -0.755 1.279 0.071  -0.2816
C -1.842 3.510 0.363  -0.2061
C 3.140 -1.447 2.925  -0.2275
C 1.048 -0.025 -3.642  -0.2786
C 2.483 -0.131 2.496  -0.5525
C 1.205 -3.961 -0.288  -0.2706
C -2.211 4.823 0.558  -0.0223
C -2.065 1.184 0.160  -0.7930
C -4.096 2.719 0.626  -0.0065
C 3.138 0.921 3.433  -0.2324
C -0.161 -3.163 -2.712  -0.3696
C -2.756 2.469 0.395  -0.2027
C 0.984 -0.091 2.789  -0.5325
C 2.838 0.297 1.070  -0.4935
C -1.635 0.779 -3.298  -0.2411
C -3.558 5.074 0.795  -0.0568
C -4.486 4.037 0.828  -0.0555
C -1.648 -3.839 -0.324  -0.2482
C -0.980 -2.046 -3.367  -0.3833
H 0.841 -0.192 3.867  0.0690
H -5.527 4.263 1.017  0.1089
H 3.152 0.517 4.450  0.1300
H 0.578 0.877 2.509  0.0382
H 2.136 -3.602 -0.723  0.0210
H 2.608 -1.816 3.811  0.1272
H 3.922 0.238 0.946  0.0674
H 1.039 -5.012 -0.532  0.0533
H -2.616 0.582 -2.868  0.0250
H 4.182 1.061 3.120  0.1245
H 2.196 2.463 2.655  0.0491
H -0.892 -2.062 -4.456  0.0892
H 2.558 1.343 0.942  0.0401
H -1.305 1.773 -2.990  0.0376
H -2.538 -3.399 -0.774  0.0338
H 0.807 0.013 -4.706  0.0518
H -2.040 -2.151 -3.117  0.0813
H -1.697 0.744 -4.387  0.0529
H 1.427 0.940 -3.308  0.0427
H -1.483 5.623 0.531  0.1260
H -0.522 -4.155 -2.989  0.0898
H 4.176 -1.231 3.222  0.1252
H 0.884 -3.094 -3.028  0.0832
H -3.889 6.091 0.958  0.1095
H 1.832 -0.760 -3.464  0.0158
H 3.639 -3.187 2.230  0.0921
H -1.590 -4.897 -0.584  0.0518
H -4.809 1.906 0.656  0.1170
H -1.723 -3.733 0.760  0.0306
H 1.276 -3.814 0.790  0.0149

=====

Formula: CN2O3S
Source: the Open Molecules 2025 dataset
Level of theory: ωB97M-V with the def2-TZVPD basis set

Multiplicity ... 3
Frontier orbital gap (spin up / spin down) ... 9.09 / 9.59 eV
<S²> ... 2.03
Charge ... 0
Maximum force ... 0.0206 Eh/bohr
Energy relative to the best compared isomer or geometry (same formula, charge and spin) ... 0.00 kJ/mol
HOMO (spin up / spin down) ... -10.3873 / -12.1850 eV

Each line ends with the Löwdin charge.
Positions of all 7 atoms, in Å:
S 2.714 0.041 0.238  0.8664
O 4.083 0.331 -0.068  -0.4305
O -0.879 1.171 -0.342  0.0970
O 2.195 -1.198 -0.270  -0.4360
N -1.671 0.545 0.316  -0.0008
N -3.699 -0.771 0.108  0.1879
C -2.742 -0.120 0.019  -0.2839

=====

Formula: C20H47BO12P2
Source: the Open Molecules 2025 dataset
Level of theory: ωB97M-V with the def2-TZVPD basis set

Frontier orbital gap ... 9.57 eV
SMILES ... CCOCB(O)CCCOC(C)=O.CCOP(=O)(OCC)OCC.CCOP(=O)(OCC)OCC
Charge ... 0
Maximum force ... 0.1299 Eh/bohr
Energy relative to the best compared isomer or geometry (same formula, charge and spin) ... 0.00 kJ/mol
HOMO ... -9.3525 eV

Each line ends with the Löwdin charge.
Positions of all 82 atoms, in Å:
P -4.534 4.696 -0.638  0.5315
P 4.984 -4.104 2.936  0.5311
O 6.366 -4.809 3.407  -0.1941
O 3.921 -4.623 3.829  -0.2190
O 0.259 0.409 -4.750  -0.0147
O -1.492 -0.879 -4.089  0.1107
O -3.857 3.745 -1.551  -0.2242
O -5.320 6.091 -0.336  -0.1942
O -3.672 4.706 0.738  -0.1942
O -5.804 3.804 -0.109  -0.2158
O -0.803 -1.752 -0.761  -0.1585
O 5.229 -2.602 3.543  -0.2151
O 1.836 0.450 0.478  0.0935
O 5.541 -3.650 1.471  -0.1932
C -1.526 1.424 -3.480  0.0223
C -0.923 0.188 -4.118  -0.5297
C 6.549 -6.210 3.184  -0.2793
C -2.567 -3.427 -0.610  -0.0624
C 4.621 -3.057 0.522  -0.2444
C 1.335 -1.057 -3.045  -0.1830
C 1.511 0.073 -2.016  -0.0621
C -1.164 -3.071 -1.112  -0.2850
C -2.366 5.290 0.742  -0.2814
C -5.704 1.384 -0.254  -0.0718
C 1.264 -0.586 -4.488  -0.1647
C -2.417 6.808 0.773  -0.0825
C 4.560 -2.113 5.824  -0.0735
C 0.429 -1.621 -0.064  -0.1165
C -6.259 2.665 -0.842  -0.3038
C 4.239 -1.964 4.351  -0.3049
C -7.540 5.971 -1.407  -0.0729
C 4.354 -1.589 0.809  -0.0606
C 6.894 -6.520 1.738  -0.0835
C -6.184 6.651 -1.357  -0.2504
B 1.257 -0.346 -0.523  -0.4088
H 4.743 -3.153 6.088  0.0760
H -1.868 4.921 1.638  0.1167
H -0.481 -3.837 -0.736  0.1143
H 0.875 0.928 -2.261  0.1054
H 2.551 0.409 -2.090  0.1180
H -1.159 -3.150 -2.205  0.1082
H -6.311 7.702 -1.101  0.1167
H 0.194 -1.492 1.002  0.1214
H -5.955 0.530 -0.886  0.0774
H -3.066 7.153 1.577  0.0824
H -2.978 -4.243 -1.201  0.0727
H -7.922 5.792 -0.404  0.0886
H 1.137 0.992 0.857  0.1079
H -5.691 6.608 -2.330  0.1159
H -6.006 2.755 -1.898  0.1028
H 2.217 -0.110 -4.724  0.1245
H -8.253 6.586 -1.958  0.0808
H 0.493 -1.714 -2.839  0.0848
H 1.096 -2.491 -0.142  0.1187
H 3.657 -1.477 1.638  0.0685
H -1.419 7.222 0.917  0.0775
H 3.244 -2.348 4.124  0.1032
H 3.908 -1.096 -0.055  0.0670
H 7.164 -7.570 1.625  0.0770
H -4.621 1.433 -0.141  0.0731
H -6.122 1.214 0.739  0.0765
H 6.047 -6.313 1.081  0.0660
H -7.480 5.008 -1.914  0.0655
H -2.820 7.205 -0.161  0.0666
H -2.480 -3.744 0.429  0.0711
H 4.241 -0.905 4.080  0.1145
H 5.466 -1.556 6.069  0.0759
H -3.203 -2.547 -0.678  0.0737
H -2.042 1.190 -2.559  0.0878
H 3.687 -3.625 0.502  0.1117
H 1.180 -1.417 -5.189  0.1243
H -0.752 2.180 -3.368  0.0794
H -2.214 1.822 -4.228  0.0943
H 2.223 -1.693 -2.977  0.1238
H -1.798 4.937 -0.124  0.1096
H -7.349 2.657 -0.774  0.1139
H 5.273 -1.070 1.075  0.0960
H 5.654 -6.757 3.497  0.1114
H 7.368 -6.520 3.832  0.1173
H 7.724 -5.899 1.401  0.0817
H 3.743 -1.729 6.436  0.0765
H 5.087 -3.160 -0.457  0.1182

=====

Formula: C17H21NO3S
Source: the Open Molecules 2025 dataset
Level of theory: ωB97M-V with the def2-TZVPD basis set

Frontier orbital gap ... 8.04 eV
SMILES ... CCCCc1c(C)nc2c(OC)cccc2c1SCC(=O)O
Charge ... 0
Maximum force ... 0.0133 Eh/bohr
Energy relative to the best compared isomer or geometry (same formula, charge and spin) ... 11.80 kJ/mol
HOMO ... -7.9266 eV

Each line ends with the Löwdin charge.
Positions of all 43 atoms, in Å:
S -2.373 1.397 0.955  1.0024
O 4.066 1.125 0.301  -0.0652
O -1.264 0.904 4.183  0.1059
O -0.167 -0.530 2.867  0.1051
N 1.584 0.451 -1.066  0.1480
C 0.400 2.329 1.868  -0.0833
C -2.342 0.050 2.206  -0.3218
C -2.081 0.060 -1.826  -0.1626
C -1.228 0.217 3.201  -0.6135
C 2.826 1.462 0.727  -0.2015
C -1.041 -2.765 -0.432  -0.0901
C 1.594 1.114 0.104  -0.1260
C 0.375 1.516 0.725  -0.1655
C -2.124 -2.512 -1.475  -0.2477
C -0.814 0.416 -1.101  -0.1787
C 0.627 -0.498 -3.009  -0.0135
C 0.467 0.153 -1.668  -0.2760
C 1.600 2.676 2.430  -0.0639
C -2.844 -1.172 -1.315  -0.1981
C 2.798 2.226 1.880  -0.0030
C -0.821 1.069 0.110  -0.3669
C 4.264 0.343 -0.855  -0.0928
H 0.560 -0.391 3.495  0.1402
H 1.688 -0.628 -3.206  0.0808
H -3.118 -1.029 -0.271  0.0782
H 3.741 2.487 2.333  0.1176
H -1.475 -2.808 0.565  0.0691
H 1.623 3.302 3.309  0.1108
H 3.768 -0.626 -0.772  0.0882
H 5.343 0.204 -0.920  0.0895
H -3.307 0.130 2.704  0.0934
H -0.526 2.690 2.287  0.0858
H 3.899 0.852 -1.749  0.0858
H -0.285 -1.985 -0.441  0.0588
H -0.551 -3.717 -0.624  0.0742
H -1.864 -0.083 -2.884  0.1070
H -2.236 -0.900 1.685  0.0611
H -2.868 -3.309 -1.396  0.1050
H -3.776 -1.216 -1.886  0.1126
H -2.758 0.914 -1.736  0.1012
H 0.141 -1.470 -3.038  0.0679
H 0.200 0.129 -3.790  0.0868
H -1.696 -2.575 -2.478  0.0945